[1]
ORCA calculation (the ωB97M-V functional and the def2-TZVPD basis) on 3 unconnected molecules or ions with the total composition C3H10N2S at a distorted geometry.

Summary:
F_max = 0.0772 hartree/bohr
lowest unoccupied orbital energy = -3.95 eV
Kohn-Sham gap = 4.09 eV
electronic energy = -17081.2128 eV

The geometry in XYZ format:
```
16
Properties=species:S:1:pos:R:3:nbo_charge:R:1
N 0.21595 -0.86313 -1.36711 -0.758
C 0.02767 -1.58822 -0.23250 0.040
C 1.03721 -2.25308 0.43564 -0.411
S 2.06315 1.30104 0.32889 -0.491
C -1.15475 1.80055 0.35943 -0.504
N -1.91278 0.58345 -0.11766 -0.497
H 1.04893 -0.28744 -1.25415 0.401
H -0.64322 -0.21247 -1.46459 0.397
H -1.00322 -1.56619 0.07386 0.209
H 0.67550 -2.94432 1.14834 0.211
H 2.03916 -1.86011 0.24224 0.223
H 3.25685 1.06715 0.70374 0.096
H -0.34163 1.90765 -0.48740 0.246
H -1.74755 2.80916 0.38239 0.220
H -0.61381 1.36612 1.23907 0.286
H -2.94746 0.73983 0.00982 0.332
```

***

[2]
ORCA calculation (the ωB97M-V functional and the def2-TZVPD basis) on 2 unconnected molecules or ions with the total composition C11H14F9NO4S at a distorted geometry.

Summary:
F_max = 0.0322 hartree/bohr
lowest unoccupied orbital energy = 0.61 eV
Kohn-Sham gap = 10.63 eV
electronic energy = -56603.2180 eV
structure (SMILES) = FC(F)C(F)(F)COC(F)(F)C(F)F.C#CCN(COCC)S(=O)(=O)F

The geometry in XYZ format:
```
40
Properties=species:S:1:pos:R:3:nbo_charge:R:1
F -1.75919 -0.11731 -0.41572 -0.327
C -2.41066 1.02081 -0.72694 0.509
F -3.19667 1.31778 0.33760 -0.326
C -3.26961 0.88181 -1.98459 0.595
F -4.26779 -0.00965 -1.78940 -0.314
F -3.86819 2.09027 -2.18160 -0.325
C -2.54265 0.53742 -3.30156 -0.136
O -2.52784 -0.82535 -3.73266 -0.511
C -1.56800 -1.70407 -3.25547 0.848
F -0.60192 -1.04221 -2.59535 -0.317
F -0.97914 -2.25415 -4.34017 -0.321
C -2.17846 -2.83752 -2.42495 0.503
F -2.87868 -2.36291 -1.37952 -0.315
F -1.19433 -3.62558 -1.93134 -0.323
H -1.67978 1.82447 -0.83670 0.169
H -3.11316 1.04284 -4.08028 0.229
H -1.54808 0.98092 -3.34516 0.210
H -2.84700 -3.44451 -3.03884 0.151
C 1.16884 -2.91886 2.19690 -0.197
C 0.54947 -1.97671 2.59944 -0.034
C -0.07964 -0.64407 2.74136 -0.305
N 0.43590 0.33255 1.76357 -0.661
C 1.86314 0.16986 1.46533 0.105
O 2.41022 1.31776 0.86816 -0.529
C 3.78574 1.06995 0.61601 -0.068
C 4.68327 1.50538 1.78559 -0.634
S 0.04408 1.90372 2.16551 2.532
O -0.32028 2.58069 0.97555 -0.910
O 0.98024 2.54243 3.00496 -0.899
F -1.27473 1.75932 3.02730 -0.471
H 1.91817 -3.65443 2.02185 0.241
H 0.04823 -0.33423 3.78893 0.226
H -1.15601 -0.78664 2.60477 0.255
H 2.46668 -0.12210 2.34202 0.164
H 1.93511 -0.65020 0.73656 0.187
H 4.11758 1.60902 -0.27505 0.197
H 3.98692 0.00342 0.43379 0.165
H 4.50878 0.92893 2.69818 0.206
H 4.63272 2.58234 1.96542 0.222
H 5.72671 1.30880 1.49648 0.210
```

***

[3]
ORCA calculation (the ωB97M-V functional and the def2-TZVPD basis) on 2 unconnected molecules or ions with the total composition C3H10N2O at a distorted geometry.

Summary:
F_max = 0.0688 hartree/bohr
lowest unoccupied orbital energy = 0.73 eV
Kohn-Sham gap = 8.11 eV
electronic energy = -8298.8023 eV
structure (SMILES) = C/C(N)=C/N.O

The geometry in XYZ format:
```
16
Properties=species:S:1:pos:R:3:nbo_charge:R:1
C -0.77720 1.46980 -0.55279 -0.644
C 0.53612 0.86169 -0.14806 0.205
N 1.06873 1.18937 1.08855 -0.789
C 1.02005 -0.14730 -0.94564 -0.180
N 1.21971 -1.46951 -0.34429 -0.904
H -0.85376 1.43738 -1.65643 0.240
H -1.00736 2.46508 -0.13454 0.201
H -1.64269 0.86636 -0.25824 0.197
H 1.52499 0.46192 1.62789 0.386
H 0.41232 1.59298 1.75091 0.360
H 0.98846 -0.09518 -2.04868 0.169
H 0.60812 -2.21142 -0.63563 0.394
H 2.22496 -1.55866 -0.36472 0.365
O -1.79784 -1.93719 0.59560 -0.926
H -1.99874 -0.99482 0.50317 0.460
H -1.52587 -1.93050 1.52291 0.466
```

***

[4]
ORCA calculation (the ωB97M-V functional and the def2-TZVPD basis) on C3H5NO in the gas phase at a distorted geometry.

Summary:
F_max = 0.0312 hartree/bohr
lowest unoccupied orbital energy = 0.20 eV
Kohn-Sham gap = 9.85 eV
electronic energy = -6726.8055 eV
structure (SMILES) = C=NCC=O

The geometry in XYZ format:
```
10
Properties=species:S:1:pos:R:3:nbo_charge:R:1
C -1.20338 1.06347 0.51069 0.016
N -0.03877 0.60206 0.63412 -0.420
C 0.00843 -0.67679 -0.09197 -0.358
C 1.48697 -0.54457 -0.34584 0.451
O 2.34020 -1.22455 0.15241 -0.517
H -2.08459 0.42006 0.54541 0.138
H -1.31422 2.08561 0.19405 0.173
H -0.50608 -0.53020 -1.05702 0.189
H -0.37689 -1.57317 0.39855 0.218
H 1.68833 0.37809 -0.94042 0.111
```